DFT (the ωB97M-V functional and the def2-TZVPD basis) results for a molecular structure, C28H29CrN7O6P2S.

## Properties
highest occupied orbital energy (spin up / spin down)	-0.37742 / -0.35590	Eh
max |F|	0.5	eV/A
LUMO energy (spin up / spin down)	-2.51 / -2.29	eV
gap between HOMO and LUMO (spin up / spin down)	7.76 / 7.39	eV
molecular weight	705.594	g/mol

Structure (ORCA input):
```
! RIJCOSX wB97M-V def2-TZVPD def2/J DEFGRID3
* xyz 1 2
Cr -0.1269 -0.5802 0.5346
N 3.1088 0.4345 2.5787
C 2.5487 -0.8804 3.0926
C 3.4094 -1.3687 4.2462
P 2.5070 -2.0106 1.6526
O 4.0671 -2.0546 1.2438
O 1.9923 -3.3457 2.0011
O 1.8647 -1.1367 0.5780
P 0.8504 -0.3483 3.6454
O 0.4673 -1.3495 4.8298
O 1.0781 1.0358 4.1335
O -0.1178 -0.6445 2.5302
H 4.1280 0.4284 2.5692
H 2.7072 1.1715 3.1936
H 2.7642 0.5905 1.6212
H 4.4413 -1.5236 3.9224
H 3.0171 -2.3193 4.6016
H 3.4030 -0.6608 5.0773
H 4.4353 -2.9382 1.3661
H 0.5786 -0.9292 5.6913
N -3.0451 -3.5610 1.2421
C -2.0493 -4.4068 1.6724
C -0.8784 -3.7372 1.5042
N -1.1345 -2.5003 0.9578
C -2.4458 -2.4252 0.8298
C -3.0054 -1.1763 0.3990
N -2.1787 -0.1609 0.2472
C -2.9535 0.9104 -0.1330
C -4.2520 0.5262 -0.2109
N -4.2745 -0.8085 0.1295
H -4.0310 -3.7512 1.2836
H -2.2674 -5.3835 2.0645
H 0.1285 -4.0291 1.7426
H -2.5297 1.8845 -0.3066
H -5.1463 1.0645 -0.4671
H -5.0948 -1.3885 0.1616
N 0.3336 1.1106 0.4278
C 0.6642 2.3279 0.3996
C 1.4186 2.8077 -0.7977
C 2.3078 1.9406 -1.4350
C 2.9728 2.3436 -2.5817
C 2.7466 3.6079 -3.1093
C 1.8539 4.4672 -2.4873
C 1.1934 4.0729 -1.3326
C 0.3144 3.2437 1.5163
C 1.1347 4.3257 1.8307
C 0.8322 5.1362 2.9154
C -0.2933 4.8801 3.6820
C -1.1130 3.8041 3.3722
C -0.8087 2.9842 2.3009
H 2.4539 0.9400 -1.0408
H 3.6646 1.6682 -3.0682
H 3.2655 3.9231 -4.0049
H 1.6714 5.4507 -2.9001
H 0.4975 4.7470 -0.8491
H 2.0153 4.5307 1.2352
H 1.4771 5.9702 3.1595
H -0.5299 5.5165 4.5246
H -1.9857 3.5963 3.9772
H -1.4268 2.1241 2.0777
S 0.5070 -2.8883 -3.3719
C 0.3102 -2.4670 -1.7318
N -0.0063 -1.2345 -1.4799
C -0.0714 -0.4929 -2.6605
C -0.3225 0.8759 -2.7670
C -0.3371 1.4472 -4.0190
C -0.1050 0.6789 -5.1696
C 0.1549 -0.6701 -5.0793
C 0.1756 -1.2466 -3.8087
H 0.4571 -3.1998 -0.9503
H -0.4664 1.4718 -1.8756
H -0.5190 2.5089 -4.1159
H -0.1202 1.1545 -6.1408
H 0.3460 -1.2621 -5.9640
*
```

Atomic partial charges in e from the Mulliken method, atoms 1 to 6: Cr 1.075; N -0.178; C 1.029; C -1.825; P 0.711; O -0.576

DFT (the ωB97M-V functional and the def2-TZVPD basis) results for a molecular structure, C28H29F6N5O9S2V in a non-equilibrium geometry.

## Properties
highest occupied orbital energy (spin up / spin down)	-0.19609 / -0.19584	Eh
max |F|	1.7	eV/A
LUMO energy (spin up / spin down)	2.27 / 2.27	eV
gap between HOMO and LUMO (spin up / spin down)	7.60 / 7.60	eV
molecular weight	808.632	g/mol

Structure (ORCA input):
```
! RIJCOSX wB97M-V def2-TZVPD def2/J DEFGRID3
* xyz -1 3
V 0.1352 -0.3348 -0.1158
O 3.8091 -0.7132 1.5019
C 2.8296 -0.4549 0.8420
O 1.6007 -0.8114 1.0662
C 2.9126 0.4234 -0.3968
C 4.0426 0.9853 -0.9593
C 3.8808 1.7866 -2.0832
C 2.6176 1.9998 -2.6230
C 1.5438 1.3755 -2.0191
N 1.7230 0.6257 -0.9432
C 0.0854 1.4066 -2.4417
O -0.2873 2.0694 -3.3876
O -0.6322 0.6682 -1.6562
H 5.0066 0.7913 -0.5114
H 4.7472 2.2426 -2.5454
H 2.4499 2.6111 -3.4984
C -0.8152 -4.4786 0.3894
C -0.3526 -3.8111 1.6841
C -1.5482 -3.3878 2.4899
C -2.3665 -4.3770 3.0220
C -3.5439 -4.0691 3.6827
C -3.9128 -2.7428 3.8072
C -3.1089 -1.7160 3.3182
C -3.6179 -0.3002 3.4897
C -3.5502 0.1985 4.9337
C -1.9020 -2.0439 2.6732
N -1.0939 -1.0099 2.1346
C -0.7465 -0.0681 2.9317
C -0.2542 1.1746 2.4258
C -0.0398 2.3776 3.0844
C 0.2334 3.3235 2.0807
C 0.1694 2.6362 0.8739
N -0.1341 1.3346 1.0698
H 0.0231 -4.7846 -0.2222
H -1.4241 -3.7868 -0.1931
H -1.4162 -5.3668 0.6002
H 0.2952 -2.9628 1.4703
H 0.2429 -4.5162 2.2719
H -2.0689 -5.4129 2.9004
H -4.1748 -4.8553 4.0782
H -4.8500 -2.4842 4.2899
H -4.6633 -0.2788 3.1644
H -3.0776 0.3893 2.8428
H -4.1173 -0.4552 5.5990
H -3.9571 1.2077 5.0192
H -2.5220 0.2189 5.2966
H -0.8964 -0.1512 4.0113
H -0.0990 2.5390 4.1500
H 0.4458 4.3732 2.2063
H 0.3186 3.0307 -0.1210
C -3.5531 -2.8832 -1.7055
N -3.8451 -1.5484 -1.1984
C -5.1933 -1.0294 -1.3419
C -2.8724 -0.8247 -0.6230
C -3.2129 0.5640 -0.1699
O -1.7491 -1.3282 -0.4679
H -4.0857 -3.0273 -2.6452
H -3.8674 -3.6496 -0.9924
H -2.4872 -2.9770 -1.8860
H -5.7888 -1.7706 -1.8687
H -5.2091 -0.1041 -1.9196
H -5.6637 -0.8454 -0.3737
H -4.0716 0.5444 0.5033
H -3.4610 1.1871 -1.0302
H -2.3584 1.0010 0.3364
F 0.3592 -1.4190 -4.5956
C 1.4244 -1.8639 -3.9289
F 2.1697 -2.5863 -4.7616
F 2.1301 -0.8136 -3.5201
S 0.8405 -2.9017 -2.4773
O 1.0199 -2.0558 -1.3010
O -0.4963 -3.2630 -2.8367
N 1.7648 -4.1610 -2.4682
S 3.3436 -4.0674 -2.2920
O 3.9560 -5.1278 -3.0306
O 3.8560 -2.7288 -2.3924
C 3.6263 -4.5315 -0.5314
F 4.9401 -4.6823 -0.3307
F 3.0295 -5.6905 -0.2303
F 3.1758 -3.5909 0.2900
*
```

Atomic partial charges in e from the Mulliken method, atoms 1 to 6: V 0.309; O -0.782; C -0.198; O -0.660; C 0.670; C -0.752

DFT (the ωB97M-V functional and the def2-TZVPD basis) results for C28H29N3O3S in the gas phase.

## Properties
highest occupied orbital energy	-0.32136	Eh
max |F|	0.6	eV/A
LUMO energy	0.50	eV
gap between HOMO and LUMO	9.25	eV
molecular weight	487.625	g/mol

Structure (ORCA input):
```
! RIJCOSX wB97M-V def2-TZVPD def2/J DEFGRID3
* xyz 0 1
C -1.0870 1.8179 -1.4757
C -1.8955 0.8044 -2.2346
C -3.1327 1.1730 -2.7501
C -3.9259 0.2741 -3.4382
C -3.4841 -1.0227 -3.6325
C -2.2533 -1.4012 -3.1335
C -1.4540 -0.5041 -2.4337
C -0.1560 -1.0322 -1.8729
N -0.4490 -2.0153 -0.8315
C -0.2076 -3.3281 -1.0944
O 0.3642 -3.6861 -2.1073
C -0.6283 -4.3333 -0.0755
C 0.2957 -5.2960 0.3175
C -0.0785 -6.3336 1.1506
C -1.3930 -6.4410 1.5758
C -2.3257 -5.4976 1.1845
C -1.9413 -4.4458 0.3693
S -3.1560 -3.2134 -0.0826
C -2.3027 -1.9035 0.7728
C -2.8841 -1.3245 1.8897
C -2.2127 -0.3438 2.5926
C -0.9472 0.0613 2.1822
C -0.2230 1.1107 2.9690
O -0.2564 1.1661 4.1819
N 0.4374 2.0014 2.1997
C 1.3248 3.0152 2.7090
C 2.6653 2.9125 1.9678
N 2.4139 2.8754 0.5328
C 3.3704 2.1048 -0.2473
C 4.6858 2.8588 -0.4741
O 4.4493 4.1010 -1.1011
C 3.5756 4.8997 -0.3322
C 2.2408 4.1851 -0.0826
C -0.3652 -0.5292 1.0687
C -1.0369 -1.5083 0.3442
H -1.5489 2.7991 -1.5516
H -1.0409 1.5468 -0.4208
H -0.0719 1.8885 -1.8631
H -3.4818 2.1853 -2.6026
H -4.8857 0.5865 -3.8220
H -4.0935 -1.7346 -4.1679
H -1.8988 -2.4109 -3.2810
H 0.3994 -1.5690 -2.6472
H 0.4714 -0.2388 -1.4677
H 1.3075 -5.2204 -0.0516
H 0.6514 -7.0678 1.4558
H -1.6939 -7.2595 2.2121
H -3.3543 -5.5685 1.5029
H -3.8661 -1.6503 2.1951
H -2.6514 0.1120 3.4663
H 0.4672 1.9071 1.1949
H 0.8799 4.0055 2.5597
H 1.4542 2.8481 3.7799
H 3.3161 3.7395 2.2810
H 3.1475 1.9745 2.2521
H 3.5626 1.1515 0.2484
H 2.9105 1.9090 -1.2221
H 5.3430 2.3015 -1.1431
H 5.1993 3.0149 0.4880
H 3.4199 5.8159 -0.9035
H 4.0541 5.1559 0.6264
H 1.6000 4.8010 0.5484
H 1.7404 4.0292 -1.0436
H 0.6358 -0.2537 0.7684
*
```

Atomic partial charges in e from the Mulliken method, atoms 1 to 6: C -0.929; C 0.973; C -0.923; C -0.672; C -0.846; C -0.341

DFT (the ωB97M-V functional and the def2-TZVPD basis) results for 2 unconnected molecules or ions with the total composition C28H29NO4 in a non-equilibrium geometry.

## Properties
highest occupied orbital energy	-0.28343	Eh
max |F|	2.4	eV/A
LUMO energy	-0.94	eV
gap between HOMO and LUMO	6.77	eV
molecular weight	443.543	g/mol

Structure (ORCA input):
```
! RIJCOSX wB97M-V def2-TZVPD def2/J DEFGRID3
* xyz 0 1
O -1.8083 0.5494 -4.0109
C -1.6829 -0.6667 -4.0673
C -1.9639 -1.6639 -2.9817
C -2.4673 -1.3151 -1.7713
C -2.7551 -2.2669 -0.7203
C -1.8235 -3.2722 -0.3665
C -2.1051 -4.1791 0.6444
C -3.3370 -4.1250 1.3112
C -4.2792 -3.1458 0.9698
C -3.9823 -2.2122 -0.0205
C -1.7275 -3.0483 -3.5240
O -1.8671 -4.1423 -2.9897
C -1.2639 -2.8438 -4.9276
C -0.8857 -3.8058 -5.8569
C -0.4566 -3.3802 -7.1185
C -0.4186 -2.0028 -7.4324
C -0.8126 -1.0465 -6.4894
C -1.2305 -1.4791 -5.2374
H -2.7459 -0.2694 -1.6256
H -0.8632 -3.3113 -0.8761
H -1.3526 -4.9277 0.8993
H -3.5549 -4.8471 2.0960
H -5.2460 -3.1026 1.4758
H -4.6941 -1.4335 -0.3055
H -0.9338 -4.8557 -5.5739
H -0.1497 -4.1141 -7.8644
H -0.0816 -1.6820 -8.4182
H -0.8041 0.0222 -6.6934
C -2.2140 0.3790 1.5901
O -1.5195 1.6306 1.5392
C -0.4675 1.6371 2.3833
O -0.2028 0.6822 3.0952
C 0.2739 2.9529 2.3598
C -0.5388 4.0511 3.0767
C 0.4616 4.8519 3.9030
C 1.8241 4.1594 3.7341
N 1.5439 2.9024 3.0436
C 2.5874 2.1045 2.5733
C 2.6710 0.7661 2.8309
C 3.7555 -0.1283 2.3490
C 4.9746 0.5976 1.7648
C 4.5310 1.7975 0.9395
C 3.7035 2.7828 1.7632
H -3.0525 0.4926 0.9068
H -1.5546 -0.4317 1.2629
H -2.5537 0.1647 2.6097
H 0.4078 3.2305 1.2952
H -1.0373 4.6499 2.3085
H -1.3018 3.6112 3.7355
H 0.5260 5.8841 3.5443
H 0.1753 4.8614 4.9610
H 2.4913 4.8044 3.1348
H 2.3185 3.9922 4.7039
H 1.9097 0.2826 3.4385
H 4.0706 -0.7940 3.1608
H 3.3443 -0.7874 1.5683
H 5.6249 0.9285 2.5819
H 5.5560 -0.0931 1.1454
H 5.4046 2.3072 0.5227
H 3.9253 1.4385 0.1002
H 3.2727 3.5448 1.0956
H 4.3822 3.3143 2.4533
*
```

Atomic partial charges in e from the Mulliken method, atoms 1 to 6: O -0.637; C -0.337; C 0.200; C -0.336; C 0.750; C -0.300

What did we get for DFT total energy? Answer: -110060.843, -119055.102, -50955.765, -39185.843 eV, in the order shown.